No. 1
The following is a DFT calculation (wB97M-V/def2-TZVPD) of a 2-piece molecular cluster, C10H16O overall in a non-equilibrium geometry.

Its relative energy (zero: lowest compared OMol25 entry of this formula, charge and spin) is 118.6 kJ/mol. The frontier orbital gap comes out at 9.22 eV. The value obtained for the HOMO energy is -8.32 eV. Its calculated total energy is -12676.496 eV. Its spin multiplicity is 1. As for the SMILES: Cc1ccc(O)cc1.CCC. The LUMO energy is 0.907 eV.

Geometry (Å):
C: -1.13 0.50 -2.98
C: -1.35 0.66 -1.47
C: -0.92 1.74 -0.73
C: -0.77 1.58 0.66
C: -1.07 0.38 1.27
O: -0.77 0.07 2.56
C: -1.80 -0.60 0.57
C: -1.87 -0.46 -0.80
H: -0.64 -0.45 -3.16
H: -0.43 1.27 -3.32
H: -2.08 0.54 -3.51
H: -0.68 2.67 -1.22
H: -0.31 2.39 1.23
H: -0.11 0.67 2.91
H: -2.32 -1.40 1.08
H: -2.27 -1.27 -1.39
C: 2.71 -0.70 -0.93
C: 2.43 -1.65 0.21
C: 2.77 -1.03 1.57
H: 3.68 -0.20 -0.86
H: 2.04 0.15 -1.12
H: 2.80 -1.22 -1.89
H: 1.39 -1.99 0.25
H: 3.00 -2.58 0.15
H: 3.49 -0.21 1.49
H: 1.91 -0.53 2.02
H: 3.21 -1.68 2.33

***

No. 2
The following is a DFT calculation (wB97M-V/def2-TZVPD) of C31H24BN8O2RhS3 as an isolated structure in a non-equilibrium geometry.

Its relative energy (zero: lowest compared OMol25 entry of this formula, charge and spin) is 302.9 kJ/mol. Its net charge is +2. The frontier orbital gap (spin up / spin down) comes out at 1.33 / 2.81 eV. The value obtained for the HOMO energy (spin up / spin down) is -8.22 / -12.07 eV. Its calculated total energy is -84728.313 eV. Its spin multiplicity is 5. The LUMO energy (spin up / spin down) is -6.892 / -9.257 eV.

Geometry (Å):
Rh: -0.14 -0.06 0.00
N: 1.70 -0.14 3.77
C: 0.83 -0.10 4.82
C: 1.30 -0.07 6.14
C: 0.41 -0.04 7.19
C: -0.97 -0.01 6.96
C: -1.46 -0.05 5.67
C: -0.57 -0.13 4.60
S: -1.18 -0.46 3.00
N: 0.09 -0.03 2.01
C: 1.41 -0.07 2.43
C: 2.45 -0.03 1.47
C: 3.83 0.08 1.78
C: 4.75 0.14 0.77
C: 4.32 0.08 -0.56
C: 2.96 -0.01 -0.80
N: 2.06 -0.06 0.16
H: 2.68 -0.19 4.02
H: 2.36 -0.08 6.32
H: 0.78 -0.03 8.20
H: -1.65 0.05 7.79
H: -2.52 -0.04 5.48
H: 4.16 0.15 2.80
H: 5.80 0.23 0.99
H: 5.02 0.12 -1.38
H: 2.58 -0.04 -1.81
N: -0.18 -2.06 -3.02
C: -0.18 -0.73 -3.07
N: -0.19 0.09 -2.06
C: -0.14 1.42 -2.45
C: -0.09 1.59 -3.86
S: -0.10 0.08 -4.65
C: -0.11 2.39 -1.46
C: -0.06 3.80 -1.62
S: -0.06 4.58 -0.10
C: -0.13 2.99 0.69
N: -0.14 1.98 -0.14
N: -0.13 2.94 2.02
H: -0.21 -2.54 -2.14
H: -0.15 -2.60 -3.87
H: 0.00 2.50 -4.40
H: -0.01 4.36 -2.53
H: -0.15 3.79 2.55
H: -0.25 2.06 2.49
O: -2.98 -0.90 0.74
B: -2.18 -0.04 0.00
O: -2.96 0.84 -0.72
C: -4.26 0.52 -0.45
C: -5.43 1.09 -0.92
C: -6.62 0.54 -0.45
C: -6.63 -0.53 0.44
C: -5.46 -1.10 0.92
C: -4.28 -0.55 0.46
H: -5.42 1.92 -1.61
H: -7.55 0.95 -0.78
H: -7.57 -0.92 0.78
H: -5.47 -1.92 1.61
N: -0.13 -1.96 0.06
C: -0.06 -3.13 0.10
C: -0.02 -4.51 0.07
C: -1.24 -5.23 0.02
C: -1.21 -6.61 -0.02
C: 0.00 -7.29 -0.01
C: 1.20 -6.59 0.03
C: 1.20 -5.21 0.07
H: -2.17 -4.69 0.00
H: -2.14 -7.16 -0.07
H: 0.01 -8.36 -0.02
H: 2.14 -7.12 0.03
H: 2.13 -4.66 0.10

***

Question: Which value of calculated total energy does entry 2 give?
Answer: -84728.313 eV

***

Question: Among the records above, which one has the highest calculated total energy?
Answer: C10H16O

***

Question: The highest relative energy (zero: lowest compared OMol25 entry of this formula, charge and spin) belongs to which entry?
Answer: C31H24BN8O2RhS3